# 1
ORCA calculation (wB97M-V/def2-TZVPD) on C4H9N3O in the gas phase in a non-equilibrium geometry.

CARTESIAN COORDINATES (ANGSTROEM)
1 C -2.109 -0.052 0.659
2 N -0.672 0.142 0.746
3 C 0.134 0.435 -0.467
4 C 0.736 -0.895 -0.370
5 N -0.584 0.825 -1.641
6 C 1.497 -1.873 0.050
7 O 1.829 1.139 1.006
8 N 1.375 1.077 -0.357
9 H 2.660 1.620 0.927
10 H -0.355 0.691 1.537
11 H -0.507 0.141 -2.382
12 H -0.200 1.708 -1.963
13 H -2.478 -0.425 1.615
14 H -2.644 0.875 0.427
15 H -2.319 -0.773 -0.130
16 H 2.547 -1.901 -0.219
17 H 1.090 -2.734 0.561

For the energy, the calculation gives -397.0843 a.u. Its LUMO energy (alpha / beta) is 0.8 / 0.6 eV. As for the spin multiplicity: 1. The frontier orbital gap (alpha / beta) is 0.306 / 0.283 Ha. The calculation puts the highest occupied orbital energy (alpha / beta) at -7.50 / -7.06 eV. As for the energy relative to the best compared isomer or geometry (same formula, charge and spin): 167.2 kcal per mole.

# 2
ORCA calculation (wB97M-V/def2-TZVPD) on C4H9N3O in the gas phase.

CARTESIAN COORDINATES (ANGSTROEM)
1 C -1.289 0.866 -0.390
2 N 0.017 -0.875 0.957
3 C -0.163 -0.186 -0.412
4 C 1.173 0.297 -0.248
5 N -0.708 -0.448 2.082
6 C 2.428 0.608 -0.286
7 O -1.355 1.491 -1.649
8 N -0.308 -1.003 -1.525
9 H -1.182 0.762 -2.275
10 H 0.132 -1.881 0.806
11 H -0.216 -0.699 2.930
12 H -1.646 -0.840 2.091
13 H 0.533 -1.555 -1.678
14 H -1.125 1.623 0.375
15 H -2.215 0.320 -0.157
16 H 3.056 0.556 0.594
17 H 2.867 0.964 -1.214

For the energy, the calculation gives -397.0987 a.u. Its LUMO energy (alpha / beta) is -0.4 / -0.4 eV. As for the spin multiplicity: 1. The frontier orbital gap (alpha / beta) is 0.269 / 0.269 Ha. The calculation puts the highest occupied orbital energy (alpha / beta) at -7.76 / -7.76 eV. As for the energy relative to the best compared isomer or geometry (same formula, charge and spin): 158.1 kcal per mole.

# 3
ORCA calculation (wB97M-V/def2-TZVPD) on a molecular structure, C4H9N3O in a non-equilibrium geometry.

CARTESIAN COORDINATES (ANGSTROEM)
1 C 0.654 -0.735 0.640
2 C -0.127 -0.129 -1.436
3 C -0.867 1.119 -0.101
4 C -0.444 0.364 1.157
5 N 0.674 -0.958 -0.639
6 N 1.450 -1.220 1.512
7 N -0.355 -0.085 -2.706
8 O 0.059 1.175 2.222
9 H -0.350 1.979 -0.399
10 H -1.954 1.262 -0.343
11 H -1.248 -0.236 1.608
12 H 1.303 -1.604 -1.048
13 H 1.365 -1.031 2.578
14 H 2.155 -1.981 1.288
15 H -0.895 0.757 -2.981
16 H 0.204 -0.801 -3.295
17 H 0.473 1.983 1.759

For the energy, the calculation gives -396.6188 a.u. Its LUMO energy is -9.1 eV. As for the spin multiplicity: 1. The charge is +2. The frontier orbital gap is 0.388 Ha. The calculation puts the highest occupied orbital energy at -19.63 eV. As for the energy relative to the best compared isomer or geometry (same formula, charge and spin): 24.1 kcal per mole.

# 4
ORCA calculation (wB97M-V/def2-TZVPD) on C4H9N3S in the gas phase in a non-equilibrium geometry.

CARTESIAN COORDINATES (ANGSTROEM)
1 C 1.093 -2.521 0.150
2 C 1.652 -1.009 -0.200
3 C 0.539 0.029 -0.672
4 S -0.613 -0.629 -1.738
5 N 0.530 1.158 0.049
6 N -0.334 2.335 0.004
7 C -1.634 2.398 0.296
8 N -2.478 1.338 0.492
9 H 0.172 -2.505 0.851
10 H 1.963 -2.966 0.790
11 H 0.665 -3.084 -0.731
12 H 2.131 -0.465 0.650
13 H 2.392 -1.045 -0.962
14 H 1.376 1.416 0.463
15 H -1.863 3.431 0.357
16 H -2.130 0.497 0.142
17 H -3.461 1.620 0.057

For the energy, the calculation gives -720.1789 a.u. Its LUMO energy is 0.7 eV. As for the spin multiplicity: 1. As for the structure (SMILES): CCC(=S)N/N=C\N. The frontier orbital gap is 0.329 Ha. The calculation puts the highest occupied orbital energy at -8.21 eV. As for the energy relative to the best compared isomer or geometry (same formula, charge and spin): 59.3 kcal per mole.

# 5
ORCA calculation (wB97M-V/def2-TZVPD) on C4H9N3S in the gas phase in a non-equilibrium geometry.

CARTESIAN COORDINATES (ANGSTROEM)
1 C -0.542 -0.645 1.562
2 N 0.302 -0.909 0.378
3 C 1.729 -1.455 0.715
4 N 0.598 0.456 -0.115
5 C -0.458 0.973 -0.782
6 N -1.390 0.087 -1.547
7 C -0.390 2.435 -1.142
8 S -1.330 3.478 -1.904
9 H -0.671 -1.762 2.130
10 H -1.518 -0.470 0.904
11 H -0.318 -0.073 2.379
12 H 1.564 -2.543 1.003
13 H 2.503 -0.806 1.421
14 H 2.372 -1.349 -0.169
15 H -1.138 -0.856 -1.782
16 H -1.930 0.822 -2.229
17 H 0.618 2.617 -0.822

For the energy, the calculation gives -720.0897 a.u. Its LUMO energy is -1.1 eV. As for the spin multiplicity: 1. As for the structure (SMILES): CN(C)/N=C(\N)C=S. The frontier orbital gap is 0.276 Ha. The calculation puts the highest occupied orbital energy at -8.61 eV. As for the energy relative to the best compared isomer or geometry (same formula, charge and spin): 115.3 kcal per mole.

# 6
ORCA calculation (wB97M-V/def2-TZVPD) on C4H9N3S in the gas phase in a non-equilibrium geometry.

CARTESIAN COORDINATES (ANGSTROEM)
1 H -0.753 -1.414 -3.051
2 N -0.388 -0.759 -2.306
3 C -1.129 -0.785 -1.230
4 N -0.827 -0.144 -0.058
5 S -2.017 0.076 1.202
6 C 0.510 0.434 0.057
7 C 0.738 1.591 -0.831
8 N 1.389 0.031 0.881
9 C 1.134 -0.975 1.925
10 H -2.083 -1.475 -1.148
11 H -2.244 1.380 0.941
12 H 1.807 1.926 -0.634
13 H 0.445 1.335 -1.887
14 H 0.078 2.408 -0.389
15 H 0.589 -1.843 1.536
16 H 0.570 -0.524 2.781
17 H 2.182 -1.262 2.212

For the energy, the calculation gives -720.2027 a.u. Its LUMO energy is 0.4 eV. As for the spin multiplicity: 1. As for the structure (SMILES): [H]/N=C/N(S)/C(C)=N\C. The frontier orbital gap is 0.355 Ha. The calculation puts the highest occupied orbital energy at -9.22 eV. As for the energy relative to the best compared isomer or geometry (same formula, charge and spin): 44.3 kcal per mole.

# 7
ORCA calculation (wB97M-V/def2-TZVPD) on a gas-phase ion, C4H9N4 (charge +1) in a non-equilibrium geometry.

CARTESIAN COORDINATES (ANGSTROEM)
1 C -1.373 1.169 -0.839
2 N -0.115 0.697 -0.378
3 C 1.036 1.468 -0.717
4 N 0.084 -0.496 0.221
5 C -0.868 -1.494 0.691
6 C 0.002 -2.429 1.291
7 N 1.242 -2.056 1.243
8 N 1.287 -0.884 0.614
9 H -1.382 2.276 -0.963
10 H -1.464 0.761 -1.875
11 H -2.203 1.006 -0.186
12 H 1.398 2.093 0.148
13 H 1.818 0.886 -1.078
14 H 0.788 2.154 -1.477
15 H -1.978 -1.503 0.836
16 H -0.399 -3.190 1.897
17 H 2.126 -0.459 0.571

For the energy, the calculation gives -376.4503 a.u. Its LUMO energy (alpha / beta) is -4.2 / -4.2 eV. As for the spin multiplicity: 1. As for the structure (SMILES): CN(C)[n+]1ccn[nH]1. The charge is +1. The frontier orbital gap (alpha / beta) is 0.336 / 0.336 Ha. The calculation puts the highest occupied orbital energy (alpha / beta) at -13.35 / -13.35 eV. As for the energy relative to the best compared isomer or geometry (same formula, charge and spin): 98.3 kcal per mole.

# 8
ORCA calculation (wB97M-V/def2-TZVPD) on a gas-phase ion, C4H9N4O3 (charge +1) in a non-equilibrium geometry.

CARTESIAN COORDINATES (ANGSTROEM)
1 C -0.639 -1.581 -2.338
2 C 0.802 -0.382 0.247
3 C -0.521 2.539 1.959
4 C 0.528 1.777 1.215
5 N -1.598 -1.391 -1.559
6 N 0.737 -1.598 -1.968
7 N 0.070 -1.578 0.136
8 N -1.219 -1.527 -0.169
9 O 1.984 -0.213 0.101
10 O 1.758 -2.299 -2.276
11 O -0.087 0.548 0.747
12 H -0.857 -1.401 -3.408
13 H -1.440 2.564 1.447
14 H -0.752 2.048 2.902
15 H -0.259 3.584 2.178
16 H 1.396 1.425 1.869
17 H 0.917 2.096 0.336
18 H -1.660 -0.616 0.152
19 H -1.827 -2.153 0.367
20 H 2.669 -1.842 -1.938

For the energy, the calculation gives -602.0370 a.u. Its LUMO energy (alpha / beta) is -6.5 / -6.1 eV. As for the spin multiplicity: 1. The charge is +1. The frontier orbital gap (alpha / beta) is 0.292 / 0.309 Ha. The calculation puts the highest occupied orbital energy (alpha / beta) at -14.40 / -14.51 eV. As for the energy relative to the best compared isomer or geometry (same formula, charge and spin): 197.4 kcal per mole.